{
  "formula": "C5H6N2",
  "method": "ωB97M-V/def2-TZVPD",
  "elements": ["H", "N", "C", "C", "N", "C", "C", "C", "H", "H", "H", "H", "H"],
  "xyz": [[0.54736, 0.64805, -2.25274], [1.01974, 0.78588, -1.36999], [0.60236, 0.26375, -0.31886], [1.28824, 0.34161, 1.00833], [0.10568, -1.49125, -0.40722], [-1.14019, -1.60376, -0.27922], [-1.76926, -0.30565, -0.09173], [-1.52661, 0.89671, 0.04544], [1.66371, 1.35319, 1.16228], [0.61191, 0.04684, 1.80594], [2.13300, -0.34619, 1.00315], [-1.73554, -2.51152, -0.38972], [-1.80039, 1.92235, 0.08435]],
  "forces_ev_per_a": [[0.13, -0.73, -0.04], [-0.96, 1.34, 0.64], [2.20, -4.48, -0.97], [-0.44, 0.46, 0.12], [1.16, 1.84, -0.13], [-0.64, 1.09, -0.31], [0.51, 1.70, 0.50], [-2.50, -1.46, -0.13], [-0.07, -0.02, 0.09], [0.01, 0.08, 0.10], [-0.10, -0.07, -0.17], [0.34, -0.06, 0.21], [0.37, 0.32, 0.09]],
  "nbo_charge": [0.375, -0.679, 0.510, -0.698, -0.398, -0.033, -0.006, -0.240, 0.232, 0.230, 0.252, 0.204, 0.251],
  "relative_energy_kcal_mol": 121.8,
  "e_lumo_ev": 0.2,
  "homo_ev": -8.743,
  "largest_force_ev_per_a": 5.1
}